Density functional theory data (ωB97M-V/def2-TZVPD) for C24H36P2SiTm as an isolated structure at a distorted geometry.

```
64
Properties=species:S:1:pos:R:3:forces:R:3
C 0.45122 3.24358 -0.69478 -0.58 1.06 0.47
C -0.85690 3.56912 -1.21070 0.29 0.77 0.86
C -1.81390 3.38926 -0.14878 0.66 1.04 0.24
H -1.08542 3.94278 -2.21130 0.15 -0.21 0.40
C -1.09240 2.98445 1.02401 0.42 0.85 -0.31
C 0.30468 2.89996 0.68717 -0.55 0.78 -0.17
H 1.11547 2.66701 1.38120 -0.30 0.03 -0.31
H 1.39185 3.31715 -1.24287 -0.34 -0.05 0.18
H -2.88777 3.59544 -0.20092 0.52 -0.05 0.01
H -1.52522 2.88376 2.01881 0.15 -0.09 -0.30
Tm -0.90390 1.25647 -0.69795 2.21 -3.46 2.82
C -3.25059 1.69188 -3.16208 -2.01 -0.35 -1.54
H -4.32049 1.59224 -2.96042 -0.09 0.14 -0.11
H -3.08062 1.47318 -4.23202 -0.24 0.06 0.40
H -2.98188 2.74382 -3.01124 0.15 -0.35 0.26
Si 0.60885 -2.95079 -2.93727 0.09 2.88 -0.29
C 2.34103 -2.51506 -3.41506 0.59 0.07 0.00
C 3.06384 -1.37536 -3.01156 0.50 -0.22 -0.08
H 2.58533 -0.58279 -2.42832 0.22 -0.36 -0.14
C 4.42467 -1.24344 -3.33064 -0.28 -0.01 0.05
H 4.96917 -0.35807 -2.99065 -0.16 -0.32 -0.14
C 5.08222 -2.23845 -4.06289 -0.35 -0.02 0.07
H 6.15513 -2.15511 -4.26288 -0.46 -0.03 0.01
C 4.34957 -3.33254 -4.53719 -0.04 0.07 0.00
H 4.84073 -4.09575 -5.14178 -0.14 0.22 0.15
C 2.99044 -3.45834 -4.23315 0.31 0.17 0.22
H 2.41199 -4.29964 -4.61995 0.29 0.10 0.09
C -0.48288 -1.46954 -2.60263 1.30 -0.61 0.73
C -0.12988 -0.12606 -2.90160 -0.49 0.39 -0.68
H 0.88602 0.12976 -3.20615 -0.32 -0.19 -0.28
C -1.06089 0.90819 -2.91578 0.69 -0.74 -0.80
H -0.84752 1.87627 -3.40381 0.06 -0.75 0.40
C -2.45723 0.74258 -2.31700 -0.64 0.48 -0.36
H -2.75918 1.24378 -1.27332 0.27 -0.04 -1.14
C -2.76893 -0.70208 -2.03224 -0.04 -0.65 -0.77
H -3.77838 -0.92726 -1.65251 0.46 -0.03 -0.45
C -1.83961 -1.69378 -2.22505 -1.35 0.50 0.31
H -2.16014 -2.73537 -2.09358 -0.06 0.36 0.11
H 0.70619 -4.10508 -1.85931 -0.19 -0.07 -0.96
H 0.05136 -3.66848 -3.95611 -1.11 -1.65 -2.02
C 1.97717 -2.07780 0.06913 0.42 0.43 0.25
P 0.88538 -3.47697 -0.25282 -0.19 0.72 2.37
C 1.70454 -4.94659 0.41738 0.22 -0.22 0.04
C -0.69248 -3.22918 0.65009 -0.36 -0.22 0.02
C -0.60618 -2.31451 1.89063 0.01 -0.11 0.35
P -0.86354 -0.50311 1.60136 -0.03 0.27 -0.06
C -2.65288 -0.30873 2.01126 0.02 -0.18 0.08
C -0.03988 0.20331 3.07697 -0.06 -0.09 0.22
H 2.83980 -2.10065 -0.60527 -0.13 -0.14 0.18
H 2.33539 -2.12066 1.10550 0.02 -0.01 -0.12
H 1.46317 -1.11944 -0.08454 -0.01 -0.41 -0.03
H 2.44340 -4.64562 1.17638 -0.25 -0.21 -0.22
H 0.96606 -5.63267 0.86275 0.30 0.27 -0.20
H 2.22362 -5.46790 -0.40425 -0.11 0.13 0.34
H -1.43756 -2.85456 -0.07726 0.34 -0.14 0.40
H -1.01290 -4.24624 0.95128 0.10 0.47 -0.17
H -1.38704 -2.60683 2.61268 0.36 -0.10 -0.16
H 0.37200 -2.42324 2.39253 -0.45 -0.02 -0.09
H -2.83250 -0.71881 3.01657 -0.10 0.14 -0.27
H -2.95080 0.75146 1.99746 0.16 -0.34 -0.02
H -3.26359 -0.85779 1.27732 0.17 0.17 0.23
H -0.60041 -0.05550 3.98579 0.25 0.03 -0.12
H 0.97989 -0.20046 3.14466 -0.24 0.15 0.03
H 0.02386 1.29521 2.99551 -0.06 -0.33 0.00
```
Positions in Å, forces in eV/Å.

Multiplicity: 3
Energy relative to the best compared isomer or geometry (same formula, charge and spin) (kcal per mole): 19.8
LUMO energy (spin up / spin down) (hartree): -0.0905 / -0.1387
⟨S²⟩: 2.04
Net charge: +1
Frontier orbital gap (spin up / spin down) (eV): 6.9 / 4.6